# C30H44MoN5P2S3

A structure of composition C30H44MoN5P2S3 at a distorted geometry (ωB97M-V/def2-TZVPD, the OMol25 dataset).

For the HOMO-LUMO gap (alpha / beta), the calculation gives 5.60 / 2.96 eV. Its LUMO energy (alpha / beta) is -9.83 / -12.41 eV. As for the charge: +3. The spin multiplicity is 3. As for the expectation value of S²: 2.437. The value obtained for the HOMO energy (alpha / beta) is -15.4 / -15.4 eV.

Geometry as XYZ:
```
85
Properties=species:S:1:pos:R:3:forces:R:3:lowdin_spin:R:1
Mo -0.2723 0.1493 0.5976 0.16 -0.20 0.52 0.993
C 3.2865 0.2464 0.8573 0.02 0.25 -0.58 0.010
P 2.0092 0.8576 -0.3215 -1.03 -1.13 0.18 -0.007
C 2.3099 -0.2869 -1.8057 -0.80 0.38 1.63 0.022
N 3.1203 0.0902 -2.7550 1.24 -2.17 -1.01 0.076
C 3.6987 -0.9796 -3.4209 -2.44 -0.49 1.79 0.045
C 4.6759 -0.7614 -4.3957 0.74 2.19 -1.01 0.283
C 5.5525 -1.7549 -4.8003 0.92 -2.25 -0.01 0.072
C 5.3363 -3.0667 -4.3108 1.04 1.27 -1.66 0.100
C 4.2123 -3.3356 -3.5546 -0.59 -1.37 0.93 0.283
C 3.3618 -2.3268 -3.0386 0.76 0.69 -0.26 0.032
N 2.3652 -2.6872 -2.1895 0.23 2.03 -0.48 0.059
C 1.7653 -1.6214 -1.6462 0.78 -0.41 -0.61 0.008
P 0.2321 -1.9050 -0.7019 -0.31 -1.27 -0.29 0.010
C 0.8134 -3.2051 0.4650 0.85 0.31 0.86 0.005
C -1.0101 -2.8203 -1.8585 -0.57 0.26 0.05 0.002
C -0.4672 -3.2111 -3.2571 0.39 0.59 0.88 0.002
C -2.2137 -1.8468 -2.0798 1.21 -0.23 0.23 0.008
C -1.4609 -4.0931 -1.1095 0.02 0.99 0.43 0.000
C 2.4081 2.5361 -0.8495 1.07 2.06 0.52 -0.010
C 1.9658 3.6434 0.2016 0.35 -0.04 -0.60 0.000
C 1.6840 2.8016 -2.1846 0.17 -1.45 -0.18 0.000
C 3.9846 2.6395 -0.9611 -1.66 0.62 -1.35 -0.002
H 4.2318 0.0480 0.3344 -0.15 0.20 0.35 0.001
H 2.9607 -0.6528 1.3731 -0.11 -0.12 -0.05 0.002
H 3.3857 1.0386 1.6049 0.21 -0.08 -0.07 0.000
H 4.7865 0.2785 -4.7929 -0.05 -0.95 0.46 0.007
H 6.4219 -1.5639 -5.4589 -0.80 0.04 0.41 -0.001
H 5.9691 -3.9058 -4.6097 -0.04 0.42 0.09 0.001
H 4.0139 -4.3819 -3.2812 -0.11 0.50 -0.11 0.009
H 1.4457 -2.7098 1.2384 -0.41 -0.27 -0.38 0.001
H 1.4609 -3.9436 -0.0156 -0.17 0.15 -0.22 0.001
H 0.0077 -3.7376 0.9860 0.13 0.49 -0.22 0.000
H 0.2469 -2.4571 -3.6230 -0.51 -0.23 -0.28 0.001
H -1.3188 -3.3295 -3.9260 0.09 0.15 -0.10 0.000
H 0.0413 -4.1582 -3.1987 0.33 -0.36 -0.06 0.000
H -1.8955 -1.1166 -2.8312 -0.24 0.14 0.13 0.001
H -2.5225 -1.3402 -1.1498 -0.16 -0.30 -0.49 0.005
H -2.9978 -2.4547 -2.5131 -0.45 0.12 0.07 0.000
H -0.6486 -4.6617 -0.7202 0.74 -0.59 -0.22 0.000
H -2.0213 -4.7248 -1.7620 -0.51 -0.33 -0.57 0.000
H -2.0539 -3.8795 -0.2254 -0.39 0.26 -0.02 0.000
H 0.8567 3.7511 0.2004 0.92 0.20 -0.04 0.000
H 2.4842 4.6196 -0.0882 -0.91 -1.29 0.24 0.000
H 2.3049 3.3949 1.2191 -0.14 0.13 -0.34 0.001
H 0.6233 2.4917 -2.0967 0.32 0.47 -0.11 0.001
H 2.1386 2.1649 -2.9634 -0.30 0.45 0.21 0.000
H 1.7743 3.8232 -2.5225 -0.09 0.36 0.21 0.000
H 4.4642 2.5136 -0.0264 0.42 -0.10 1.02 0.000
H 4.2236 3.6604 -1.3347 -0.04 -0.80 0.05 -0.001
H 4.3061 1.8626 -1.6471 0.45 0.22 -0.19 0.001
S 0.2773 1.8614 2.4857 0.20 -0.84 0.16 0.031
C -0.8402 2.5412 1.4644 -2.11 0.52 -1.10 -0.024
N -1.1733 1.8527 0.3037 0.43 1.55 0.21 0.011
C -2.1625 2.4872 -0.4909 -0.05 0.82 2.30 0.009
C -2.6634 2.0667 -1.6998 -0.51 -0.95 -0.59 -0.001
C -3.7177 2.7860 -2.2782 0.43 0.79 -0.54 0.000
C -4.1171 3.9976 -1.7136 -0.15 0.20 1.14 -0.003
C -3.6246 4.4006 -0.4501 -0.06 -0.04 0.13 -0.001
C -2.6707 3.6316 0.2223 -0.35 -0.57 -2.61 -0.002
S -1.8828 3.9569 1.7315 0.91 -1.20 -0.18 -0.006
H -2.3065 1.1209 -2.1595 -0.18 0.82 0.34 0.002
H -4.1582 2.5281 -3.2510 0.35 -0.22 0.57 0.000
H -4.8713 4.6438 -2.1861 0.42 -0.51 0.15 0.000
H -4.0004 5.2980 0.0380 0.00 -0.07 -0.30 0.000
C -5.2054 0.7591 4.6574 -0.84 1.30 1.22 0.000
C -3.8524 0.7852 3.9471 -0.11 -0.16 1.44 -0.001
N -3.5039 -0.5803 3.5169 0.50 -0.60 0.01 -0.001
C -2.2426 -0.9280 3.2159 2.10 -0.72 0.06 -0.012
S -1.8316 -1.3679 1.5071 -0.17 0.15 1.05 -0.010
N -1.2276 -1.0453 4.1047 -1.48 0.43 -1.39 -0.010
C -1.4017 -1.1154 5.5512 -0.99 0.23 0.02 0.000
C -0.9006 0.0926 6.3066 -0.95 0.10 0.95 0.000
H -5.6705 1.7963 4.7684 0.89 -1.20 -0.33 0.000
H -5.1531 0.3819 5.7182 0.16 0.11 -1.20 0.000
H -5.9623 0.1805 4.1161 0.28 -0.05 0.01 0.000
H -3.0482 1.1348 4.6160 -0.40 -0.04 -0.26 0.000
H -3.8472 1.3997 3.0610 -0.16 0.40 -0.32 0.000
H -4.2193 -1.0096 2.9334 0.35 0.25 -0.19 0.000
H -0.2903 -1.2422 3.7487 -0.66 0.15 -0.16 -0.001
H -0.8989 -2.0053 5.8817 0.26 -0.49 0.14 0.000
H -2.4859 -1.2887 5.6658 0.44 0.21 0.34 0.000
H 0.1688 0.1657 6.3653 0.57 -0.03 -0.24 0.000
H -1.2512 0.0102 7.3576 0.16 0.09 -0.61 0.000
H -1.3123 1.0121 5.8941 0.09 0.09 0.03 0.000
```
Positions in Å, forces in eV/Å.

***

# C34H46BF2N7OPPt

A structure of composition C34H46BF2N7OPPt (ωB97M-V/def2-TZVPD, the OMol25 dataset).

For the HOMO-LUMO gap, the calculation gives 8.01 eV. Its LUMO energy is -9.27 eV. As for the charge: +3. The spin multiplicity is 1. The value obtained for the HOMO energy is -17.3 eV. The value obtained for the energy above the lowest of the compared OMol25 structures with the same formula, charge and spin is 0.0 kJ/mol.

Geometry as XYZ:
```
93
Properties=species:S:1:pos:R:3:forces:R:3:lowdin_charge:R:1
Pt 0.6280 -0.9733 0.9739 -0.23 0.62 -0.16 1.335
N 5.3935 -0.9275 2.3604 -0.13 0.01 -0.10 0.126
C 4.8219 -1.3128 1.2358 -0.06 0.09 0.06 0.052
N 3.6207 -0.7263 1.1900 0.25 0.12 0.20 0.173
C 3.5343 0.0333 2.3311 -0.06 -0.21 0.10 -0.199
N 4.6050 -0.0948 3.0675 -0.13 0.02 -0.06 0.202
C 2.3698 0.8314 2.7520 -0.12 0.08 -0.13 -0.159
C 2.5573 1.7603 3.7666 -0.01 -0.05 -0.12 -0.008
N 1.5503 2.4429 4.2990 -0.17 0.02 -0.01 0.168
C 0.3412 2.2132 3.8175 0.22 0.02 0.03 -0.037
C 0.1221 1.2992 2.7858 0.09 -0.03 -0.03 -0.075
N 1.1274 0.6172 2.2390 0.13 -0.34 0.44 -0.022
H 6.3093 -1.1789 2.7174 0.01 0.00 -0.02 0.204
H 5.2467 -1.9562 0.4825 0.03 -0.04 -0.02 0.186
H 3.5504 1.9288 4.1630 0.01 0.05 0.00 0.142
H -0.4856 2.7600 4.2527 -0.04 -0.01 -0.01 0.144
H -0.8707 1.0969 2.4152 0.00 -0.01 -0.01 0.093
C 0.9291 -3.0807 4.7375 0.02 0.05 -0.05 0.012
C 0.4720 -4.3379 4.3786 -0.01 -0.03 0.05 0.027
C 0.1853 -4.5941 3.0495 -0.03 0.02 -0.10 0.048
C 0.3568 -3.5978 2.1041 -0.04 -0.01 0.02 -0.168
N 0.7943 -2.3628 2.4650 0.13 -0.01 -0.28 -0.032
C 1.0687 -2.1180 3.7597 -0.09 -0.14 -0.13 -0.063
C 0.1289 -3.7878 0.6613 0.04 0.10 -0.01 -0.180
C -0.1770 -4.9924 0.0615 0.04 0.04 0.03 0.050
C -0.2266 -5.0644 -1.3269 0.02 0.04 0.00 0.031
C 0.0645 -3.9369 -2.0741 0.01 0.01 0.06 0.028
C 0.3413 -2.7507 -1.4172 0.16 -0.13 0.11 -0.110
N 0.3326 -2.6744 -0.0848 -0.01 0.01 0.00 -0.055
H 1.1687 -2.8390 5.7627 0.00 0.03 0.01 0.137
H 0.3343 -5.1098 5.1236 0.01 -0.01 0.01 0.143
H -0.1763 -5.5677 2.7537 0.00 0.00 -0.02 0.132
H 1.3939 -1.1291 4.0192 0.08 0.22 0.00 0.109
H -0.3489 -5.8776 0.6561 0.00 0.01 0.00 0.131
H -0.4589 -6.0028 -1.8117 -0.01 -0.01 -0.01 0.141
H 0.0784 -3.9638 -3.1539 0.00 0.01 -0.03 0.139
H 0.5883 -1.8446 -1.9459 0.07 -0.13 0.16 0.068
F 2.5006 0.6739 -0.3644 0.29 -0.03 0.06 0.217
B 2.6761 -0.5987 -0.0063 0.38 0.24 -0.49 -0.904
F 2.8902 -1.5160 -0.9516 -0.09 -0.16 0.17 0.234
O 0.0009 0.4672 -0.4578 -0.05 -0.44 0.20 -0.456
P -1.1393 1.1906 -1.2445 -0.50 -0.24 -0.12 0.966
C -1.1587 0.8803 -3.0849 0.08 0.01 0.18 -0.314
C -0.7114 1.9519 -4.1121 -0.01 -0.07 -0.15 -0.158
C 0.7210 1.8717 -4.6501 0.06 0.06 0.12 -0.175
C 1.2023 0.4488 -4.9104 0.01 0.02 -0.10 -0.177
C 0.8881 -0.4679 -3.7369 0.00 0.00 0.03 -0.200
C -0.6142 -0.4958 -3.4794 -0.17 -0.03 0.17 -0.191
C -2.8468 0.6916 -0.7083 0.20 -0.31 0.13 -0.324
C -3.0263 0.6511 0.8247 0.09 0.06 0.04 -0.168
C -2.6014 -0.6698 1.4799 -0.13 0.23 -0.25 -0.205
C -3.2500 -1.8814 0.8275 0.00 0.01 -0.07 -0.174
C -2.9719 -1.8762 -0.6731 -0.03 0.10 0.08 -0.180
C -3.4737 -0.5832 -1.3072 0.05 0.04 -0.09 -0.162
C -1.1685 3.0194 -1.1481 0.27 -0.16 0.22 -0.337
C 0.2317 3.6057 -1.4304 0.00 0.01 -0.04 -0.168
C 1.0281 3.9777 -0.1782 0.01 0.03 -0.06 -0.181
C 0.2185 4.8155 0.8016 -0.04 -0.07 -0.01 -0.177
C -1.0332 4.0456 1.2018 0.06 -0.05 -0.02 -0.192
C -1.8959 3.7564 -0.0142 -0.19 0.04 -0.04 -0.166
H -2.2446 0.8254 -3.1970 -0.09 0.10 0.01 0.107
H -0.9198 2.9630 -3.7702 0.01 0.03 0.00 0.097
H -1.3846 1.8002 -4.9615 0.01 -0.03 0.01 0.135
H 1.4274 2.3751 -3.9847 -0.04 -0.06 0.12 0.104
H 0.7498 2.4376 -5.5819 0.03 0.04 0.03 0.126
H 2.2746 0.4546 -5.1089 -0.02 0.00 -0.01 0.123
H 0.7257 0.0467 -5.8093 -0.04 0.00 0.03 0.128
H 1.4182 -0.1147 -2.8418 0.01 0.02 -0.01 0.104
H 1.2507 -1.4746 -3.9602 0.03 -0.04 0.01 0.120
H -0.8932 -1.2264 -2.7125 -0.16 0.15 -0.26 0.067
H -1.1202 -0.8153 -4.3950 -0.02 0.05 -0.01 0.143
H -3.4172 1.5462 -1.0907 -0.03 -0.01 0.01 0.130
H -4.0862 0.8020 1.0460 -0.02 0.04 -0.07 0.142
H -2.5078 1.4982 1.2807 -0.03 -0.05 0.10 0.079
H -2.8181 -0.6310 2.5501 0.12 -0.03 0.00 0.129
H -1.5127 -0.7751 1.3404 -0.07 -0.02 0.25 0.026
H -4.3285 -1.8467 1.0002 -0.02 -0.03 0.00 0.134
H -2.8905 -2.8043 1.2897 0.00 -0.01 0.02 0.109
H -3.4565 -2.7263 -1.1535 0.01 -0.03 -0.02 0.130
H -1.8938 -1.9763 -0.8464 -0.17 0.02 0.01 0.069
H -4.5495 -0.5150 -1.1223 -0.02 0.04 -0.03 0.138
H -3.3645 -0.6230 -2.3897 0.03 0.01 -0.04 0.107
H -1.8020 3.1720 -2.0289 0.06 0.01 -0.10 0.116
H 0.1035 4.5019 -2.0437 -0.01 -0.01 0.01 0.139
H 0.8196 2.9033 -2.0247 0.02 0.06 -0.06 0.089
H 1.9234 4.5165 -0.4920 0.02 -0.05 0.01 0.126
H 1.3689 3.0660 0.3257 0.01 -0.09 0.02 0.091
H -0.0674 5.7643 0.3395 0.00 0.01 0.02 0.131
H 0.8169 5.0629 1.6795 0.03 0.02 0.01 0.116
H -1.6140 4.5897 1.9479 -0.01 -0.03 0.02 0.130
H -0.7102 3.0959 1.6456 -0.14 0.16 -0.02 0.059
H -2.2105 4.7185 -0.4306 0.02 -0.02 -0.02 0.140
H -2.8240 3.2491 0.2552 0.04 0.06 0.01 0.099
```
Positions in Å, forces in eV/Å.

***

- Which value of charge does entry 1 give?
  +3

***

- Which value of charge does entry 2 give?
  +3